The following is a quantum chemistry calculation of C5H8OS in the gas phase at a distorted geometry, from OMol25.

## Properties
* total energy: -668.58337 Eh
* gap between HOMO and LUMO: 9.415 eV
* SMILES string: C1OC[C@@H]2C[C@H]2S1

ORCA input file:
```
! wB97M-V def2-TZVPD RIJCOSX def2/J DEFGRID3
* xyz 0 1
C -0.024 -1.365 -0.889
O -1.217 -0.884 -0.592
C -1.629 -0.326 0.596
C -0.343 0.165 1.090
C 0.384 1.422 1.455
C 0.261 1.002 0.121
S 1.353 0.092 -0.879
H -0.015 -1.678 -1.864
H 0.206 -1.924 -0.060
H -2.439 0.505 0.299
H -2.144 -0.982 1.434
H 0.081 -0.801 1.516
H -0.192 2.319 1.777
H 1.264 1.301 1.982
H -0.568 1.470 -0.522
*
```

***

The following is a quantum chemistry calculation of 6 unconnected molecules or ions with the total composition C36H53B2ClN2O19Si at a distorted geometry, from OMol25.

## Properties
* total energy: -3742.27217 Eh
* gap between HOMO and LUMO: 8.237 eV
* SMILES string: CC[C@@H](Cl)c1cc([Si](C)(C)C)c(B(N)O)c2c1C(=O)C=C(B(N)O)C2=O.C[C@@H]1COC(=O)O1.C[C@@H]1COC(=O)O1.C[C@@H]1COC(=O)O1.C[C@@H]1COC(=O)O1.C[C@@H]1COC(=O)O1

ORCA input file:
```
! wB97M-V def2-TZVPD RIJCOSX def2/J DEFGRID3
* xyz 0 1
C -2.454 2.074 0.127
C -1.053 1.554 0.635
C -0.127 0.939 -0.500
Cl -0.698 1.251 -2.197
C 1.350 1.369 -0.232
C 2.345 0.294 -0.035
C 3.773 0.573 0.267
Si 4.929 -0.916 0.543
C 3.983 -2.587 0.748
C 6.018 -1.069 -1.045
C 6.003 -0.773 2.131
C 4.170 1.994 0.330
B 5.724 2.326 0.662
N 6.818 2.142 -0.276
O 5.977 2.849 1.974
C 3.189 3.060 0.133
C 1.761 2.769 -0.148
C 0.775 3.983 -0.300
O -0.146 4.012 -1.072
C 1.122 5.205 0.618
C 2.433 5.462 0.886
B 2.872 6.670 1.862
N 3.792 6.327 2.990
O 2.418 7.980 1.737
C 3.548 4.565 0.237
O 4.576 5.062 -0.167
H -2.345 3.042 -0.419
H -3.025 1.320 -0.463
H -3.056 2.298 1.050
H -1.287 0.716 1.368
H -0.540 2.345 1.238
H -0.165 -0.171 -0.348
H 1.969 -0.759 -0.127
H 4.622 -3.219 1.428
H 3.017 -2.341 1.256
H 3.871 -3.141 -0.216
H 7.005 -1.543 -0.792
H 5.445 -1.680 -1.794
H 6.220 -0.062 -1.493
H 6.819 -0.020 1.963
H 5.360 -0.386 2.966
H 6.509 -1.742 2.379
H 6.492 2.146 -1.246
H 7.426 2.967 -0.206
H 5.713 3.788 1.972
H 0.299 5.807 1.063
H 4.161 5.378 2.851
H 3.207 6.228 3.831
H 2.946 8.521 2.355
C -4.104 -2.503 4.535
C -2.612 -2.525 4.295
C -1.828 -1.677 5.255
O -0.654 -1.379 4.495
C -1.026 -1.403 3.187
O -0.349 -1.011 2.285
O -2.270 -1.929 3.040
H -4.615 -3.148 3.817
H -4.343 -2.850 5.542
H -4.511 -1.499 4.399
H -2.249 -3.558 4.285
H -1.575 -2.207 6.173
H -2.323 -0.735 5.508
C 1.733 3.196 -4.753
C 2.959 2.505 -4.204
C 4.034 2.261 -5.227
O 4.724 1.140 -4.670
C 3.808 0.454 -3.931
O 3.980 -0.634 -3.478
O 2.666 1.174 -3.773
H 1.001 3.355 -3.958
H 1.991 4.164 -5.186
H 1.243 2.584 -5.514
H 3.346 3.058 -3.341
H 4.703 3.113 -5.343
H 3.644 1.974 -6.207
C -4.596 -7.111 0.516
C -5.284 -5.767 0.570
C -4.344 -4.592 0.533
O -5.116 -3.580 1.190
C -5.947 -4.224 2.052
O -6.591 -3.683 2.898
O -5.947 -5.566 1.824
H -5.336 -7.915 0.532
H -4.000 -7.208 -0.390
H -3.951 -7.259 1.385
H -6.038 -5.700 -0.222
H -4.089 -4.293 -0.476
H -3.425 -4.750 1.103
C 0.771 -2.580 -0.530
C 0.267 -3.996 -0.659
C 0.522 -4.613 -2.004
O -0.514 -5.597 -2.078
C -1.543 -5.130 -1.323
O -2.640 -5.598 -1.311
O -1.162 -4.059 -0.581
H 0.567 -2.196 0.472
H 1.844 -2.533 -0.709
H 0.263 -1.914 -1.232
H 0.672 -4.614 0.149
H 1.506 -5.076 -2.073
H 0.394 -3.914 -2.835
C -7.949 2.140 -2.870
C -6.598 2.093 -2.197
C -6.370 0.858 -1.373
O -5.403 1.309 -0.424
C -5.609 2.646 -0.265
O -5.114 3.310 0.591
O -6.463 3.124 -1.215
H -8.046 3.051 -3.463
H -8.086 1.282 -3.530
H -8.756 2.156 -2.135
H -5.803 2.232 -2.937
H -5.981 0.027 -1.961
H -7.259 0.527 -0.828
*
```

***

The following is a quantum chemistry calculation of a molecular structure, C41H33MoN5O4S5 at a distorted geometry, from OMol25.

## Properties
* total energy: -4216.01341 Eh
* gap between HOMO and LUMO (spin up / spin down): 5.365 / 6.014 eV
* <S²>: 2.030

ORCA input file:
```
! wB97M-V def2-TZVPD RIJCOSX def2/J DEFGRID3
* xyz 0 3
Mo 0.316 -0.812 0.644
C -2.566 3.200 0.389
C -3.132 1.824 0.287
N -2.534 0.716 0.584
C -3.332 -0.372 0.352
C -4.579 -0.072 -0.119
S -4.747 1.610 -0.301
C -2.893 -1.747 0.645
C -3.777 -2.774 0.736
S -2.996 -4.206 1.223
C -1.493 -3.385 1.261
N -1.575 -2.120 0.909
C -0.289 -4.110 1.750
H -1.747 3.323 -0.318
H -2.178 3.381 1.392
H -3.329 3.944 0.171
H -5.378 -0.742 -0.386
H -4.840 -2.754 0.574
H -0.590 -4.900 2.440
H 0.407 -3.434 2.247
H 0.248 -4.556 0.910
S -1.783 -3.436 5.370
C -1.986 -3.995 6.973
C -1.559 -3.081 7.883
C -1.058 -1.903 7.273
C -1.110 -1.932 5.908
C -0.667 -0.905 4.961
C -0.621 -1.186 3.593
N -0.202 -0.337 2.664
C 0.192 0.893 3.088
C 0.169 1.282 4.434
C 0.618 2.612 4.750
C 1.065 3.450 3.792
C 1.110 3.055 2.409
C 1.572 3.865 1.376
C 1.564 3.380 0.076
C 1.100 2.077 -0.138
N 0.674 1.271 0.825
C 0.666 1.766 2.089
C 2.021 4.188 -1.058
C 2.472 5.479 -1.057
C 2.843 5.946 -2.343
C 2.672 5.002 -3.307
S 2.058 3.542 -2.665
C -0.265 0.357 5.377
H -2.407 -4.972 7.148
H -1.594 -3.239 8.951
H -0.662 -1.067 7.832
H -0.941 -2.158 3.253
H 0.591 2.926 5.786
H 1.409 4.443 4.053
H 1.942 4.859 1.595
H 1.083 1.655 -1.134
H 2.536 6.088 -0.167
H 3.225 6.937 -2.539
H 2.876 5.074 -4.363
H -0.297 0.632 6.424
O 1.199 -4.457 -1.222
C 1.344 -3.241 -1.247
O 0.733 -2.442 -0.442
C 2.175 -2.632 -2.352
C 2.514 -1.284 -2.390
C 3.186 -0.760 -3.480
C 3.523 -1.601 -4.526
C 3.239 -2.956 -4.492
C 2.564 -3.466 -3.398
N 4.197 -1.041 -5.703
O 4.638 -1.815 -6.530
O 4.275 0.171 -5.788
H 2.265 -0.650 -1.557
H 3.448 0.288 -3.530
H 3.537 -3.583 -5.320
H 2.311 -4.515 -3.341
C -2.524 0.217 -3.910
C -1.003 0.019 -3.839
C -0.609 -1.277 -4.568
C -0.290 1.208 -4.493
C -0.604 -0.094 -2.426
C -0.293 -0.226 -1.259
H -2.856 0.219 -4.951
H -2.807 1.166 -3.450
H -3.038 -0.587 -3.381
H -1.031 -1.288 -5.576
H -0.977 -2.151 -4.028
H 0.477 -1.358 -4.642
H -0.557 1.270 -5.551
H 0.792 1.094 -4.414
H -0.575 2.144 -4.009
S 2.447 -0.954 1.317
*
```

***

The following is a quantum chemistry calculation of C2H4NO2P in the gas phase at a distorted geometry, from OMol25.

## Properties
* total energy: -625.13479 Eh
* gap between HOMO and LUMO: 10.135 eV
* SMILES string: C1Cn2op2O1

ORCA input file:
```
! wB97M-V def2-TZVPD RIJCOSX def2/J DEFGRID3
* xyz 0 1
C 0.252 0.549 -0.696
C 0.378 -0.822 -0.048
N -0.452 -0.875 1.066
O -0.219 0.343 1.829
P -1.622 0.512 1.019
O -1.061 1.040 -0.432
H 0.844 1.304 -0.279
H 0.280 0.462 -1.806
H 0.212 -1.460 -0.849
H 1.389 -1.052 0.196
*
```

***

The following is a quantum chemistry calculation of a molecular structure, C40H28CeCl2N5OS5 at a distorted geometry, from OMol25.

## Properties
* total energy: -5276.62711 Eh
* gap between HOMO and LUMO (spin up / spin down): 6.684 / 6.694 eV
* <S²>: 0.751

ORCA input file:
```
! wB97M-V def2-TZVPD RIJCOSX def2/J DEFGRID3
* xyz 0 2
Ce 0.505 0.187 0.591
S 1.226 0.400 3.193
C -0.313 -0.013 3.880
C -0.617 0.595 5.109
C -1.787 0.345 5.784
C -2.702 -0.566 5.272
C -2.416 -1.209 4.086
C -1.260 -0.923 3.371
S -1.053 -1.853 1.842
C -2.604 -1.453 0.913
C -2.545 -0.454 -0.214
C -3.711 0.260 -0.509
C -3.709 1.138 -1.574
C -2.581 1.219 -2.381
C -1.481 0.428 -2.072
C -0.306 0.377 -3.007
S 1.126 1.434 -2.498
C 2.692 0.604 -1.890
C 3.839 1.381 -2.538
C 4.894 0.320 -2.889
C 5.848 -0.190 -0.561
C 4.839 -0.888 -0.054
C 3.395 -0.813 -0.418
S 2.476 -1.895 0.662
N -1.457 -0.365 -0.990
H 0.116 1.279 5.510
H -1.987 0.853 6.715
H -3.620 -0.780 5.797
H -3.098 -1.953 3.700
H -3.329 -1.119 1.654
H -2.926 -2.417 0.507
H -4.583 0.146 0.114
H -4.584 1.732 -1.790
H -2.566 1.871 -3.240
H -0.583 0.812 -3.967
H 0.045 -0.637 -3.160
H 3.500 2.058 -3.318
H 5.404 0.444 -3.843
H 6.830 -0.314 -0.126
H 5.027 -1.563 0.768
N 4.241 -0.962 -2.845
C 5.776 0.802 -1.679
C 7.154 1.245 -2.047
C 7.493 2.526 -2.183
C 6.534 3.592 -1.991
C 5.266 3.342 -1.662
C 4.764 1.964 -1.456
S 3.827 1.875 0.140
N 2.815 0.601 -0.432
C 3.081 -0.889 -1.988
C 2.045 -1.912 -2.294
C 2.284 -2.923 -3.217
C 1.335 -3.916 -3.384
C 0.208 -3.894 -2.572
C 0.057 -2.859 -1.670
N 0.942 -1.866 -1.523
H 4.865 -1.716 -2.573
H 7.882 0.455 -2.165
H 8.508 2.801 -2.423
H 6.880 4.606 -2.110
H 4.553 4.137 -1.497
H 3.191 -2.905 -3.799
H 1.479 -4.695 -4.117
H -0.545 -4.663 -2.646
H -0.813 -2.808 -1.028
Cl -4.118 1.649 2.416
C -3.074 2.788 1.642
C -3.509 4.097 1.476
C -2.681 5.026 0.893
Cl -3.248 6.651 0.691
C -1.387 4.682 0.460
C -0.483 5.588 -0.129
C 0.747 5.138 -0.524
C 1.069 3.788 -0.347
N 0.256 2.903 0.193
C -0.959 3.334 0.611
C -1.814 2.342 1.218
O -1.422 1.128 1.324
H -4.497 4.376 1.808
H -0.776 6.619 -0.261
H 1.468 5.800 -0.975
H 2.035 3.426 -0.674
*
```

***

The following is a quantum chemistry calculation of 15 unconnected molecules or ions with the total composition C3H38N2O14 at a distorted geometry, from OMol25.

## Properties
* total energy: -1299.63437 Eh
* gap between HOMO and LUMO (spin up / spin down): 8.678 / 3.532 eV
* <S²>: 0.754

ORCA input file:
```
! wB97M-V def2-TZVPD RIJCOSX def2/J DEFGRID3
* xyz 1 2
C 0.187 0.061 -0.956
C -0.808 1.152 -0.560
C -1.972 0.623 0.269
N -2.664 1.754 0.924
N 1.568 0.548 -1.092
H 0.239 -0.817 -0.300
H 0.049 -0.413 -1.934
H -0.310 1.973 -0.040
H -1.091 1.589 -1.529
H -1.558 -0.036 1.042
H -2.550 0.062 -0.483
H -3.218 2.138 0.165
H -3.301 1.387 1.635
H 2.293 -0.139 -0.856
H 1.729 1.362 -0.436
H 1.410 2.999 1.286
H 2.804 3.093 0.852
O 1.951 2.824 0.472
H 0.545 -1.742 1.623
H 0.924 -2.932 0.743
O 0.362 -2.674 1.472
H 1.462 2.625 -3.336
H 1.998 1.223 -3.195
O 1.802 1.877 -3.877
H -1.766 0.009 3.582
H -3.251 0.343 3.865
O -2.680 -0.144 3.262
H 3.012 -2.259 -2.423
H 1.448 -2.265 -2.245
O 2.285 -2.680 -1.954
H 0.745 -0.153 3.616
H 0.126 1.309 3.386
O -0.045 0.403 3.694
H -0.461 -1.425 -3.510
H -1.048 -2.653 -2.711
O -0.268 -2.105 -2.841
H 3.455 -2.482 1.133
H 2.683 -2.446 -0.211
O 2.844 -1.940 0.615
H -3.385 -1.569 2.093
H -2.917 -2.904 1.537
O -3.715 -2.457 1.886
H 1.055 3.073 -1.176
H 1.370 4.262 -2.065
O 0.715 3.558 -1.950
H 2.455 -0.731 1.564
H 2.016 0.761 1.825
O 2.150 -0.085 2.254
H -1.936 -2.289 -0.160
H -1.283 -3.656 0.110
O -2.124 -3.230 -0.093
H 0.464 0.018 -5.234
H 0.546 0.866 -4.004
O 0.022 0.152 -4.388
H -0.931 2.282 1.666
H -1.326 3.212 2.879
O -0.618 2.668 2.523
*
```

***

The following is a quantum chemistry calculation of C8H16N2O3S2 in the gas phase at a distorted geometry, from OMol25.

## Properties
* total energy: -1445.85050 Eh
* gap between HOMO and LUMO: 9.025 eV
* SMILES string: CSCC[C@H](N)C(=O)N[C@@H](CS)C(=O)O

ORCA input file:
```
! wB97M-V def2-TZVPD RIJCOSX def2/J DEFGRID3
* xyz 0 1
C -2.960 -2.648 -3.239
S -1.052 -2.908 -3.493
C -0.109 -1.800 -2.432
C -0.504 -1.669 -0.936
C 0.287 -0.556 -0.121
N 1.710 -1.073 0.366
C -0.310 -0.199 1.184
O -1.044 -1.050 1.702
N 0.364 0.740 2.077
C 0.922 1.858 1.510
C -0.055 3.129 1.735
S -0.384 3.579 3.588
C 2.464 2.142 1.976
O 3.024 2.926 2.586
O 3.390 1.305 1.275
H -3.631 -2.342 -2.342
H -3.100 -1.626 -3.892
H -3.450 -3.475 -3.705
H -0.189 -0.812 -2.872
H 1.013 -2.084 -2.645
H -0.670 -2.732 -0.469
H -1.449 -1.211 -1.126
H 0.374 0.334 -0.674
H 2.301 -1.584 -0.593
H 1.643 -1.848 1.103
H 0.360 0.512 3.091
H 0.879 1.946 0.372
H 0.223 4.091 1.000
H -1.076 2.952 1.116
H -1.752 3.257 3.126
H 2.781 0.844 0.731
*
```

***

The following is a quantum chemistry calculation of a molecular structure, C9H17Li2O9P at a distorted geometry, from OMol25.

## Properties
* total energy: -1386.95960 Eh
* gap between HOMO and LUMO: 3.651 eV

ORCA input file:
```
! wB97M-V def2-TZVPD RIJCOSX def2/J DEFGRID3
* xyz -2 1
Li 1.122 -0.049 1.328
Li -0.150 -2.085 3.042
P 1.150 -0.052 3.755
O -0.076 -0.107 2.831
O 2.343 0.362 2.769
O 1.408 -1.555 4.168
O 1.116 0.969 4.864
O 2.506 -2.603 -0.581
C 2.240 -2.691 0.789
O 3.240 -2.921 1.494
O 1.063 -2.401 1.160
H 3.474 -2.572 -0.526
C -1.856 -1.441 -0.961
C -2.113 0.005 -0.526
C -3.335 -0.202 0.367
O -4.125 -1.056 -0.442
C -3.257 -1.989 -1.144
H -1.366 -2.052 -0.206
H -1.348 -1.437 -1.927
H -2.415 0.639 -1.364
H -1.237 0.457 -0.065
H -3.885 0.744 0.406
H -3.062 -0.515 1.378
H -3.659 -1.901 -2.158
H -3.338 -3.012 -0.770
C 1.257 3.182 -1.342
C 0.865 2.136 -2.378
C 1.500 0.866 -1.792
O 1.352 1.050 -0.397
C 1.147 2.420 -0.006
H 0.511 3.983 -1.320
H 2.231 3.574 -1.633
H 1.218 2.355 -3.387
H -0.216 1.978 -2.404
H 2.577 0.764 -1.965
H 1.017 -0.043 -2.149
H 1.948 2.723 0.663
H 0.151 2.474 0.428
*
```

***

The following is a quantum chemistry calculation of C8H12N2O in the gas phase at a distorted geometry, from OMol25.

## Properties
* total energy: -496.70088 Eh
* gap between HOMO and LUMO: 9.911 eV
* SMILES string: CC1(C)Cn2nccc2[C@H]1O

ORCA input file:
```
! wB97M-V def2-TZVPD RIJCOSX def2/J DEFGRID3
* xyz 0 1
C -0.186 2.331 0.566
C 0.201 1.072 -0.070
C 1.514 1.066 -0.828
C 0.485 -0.053 1.346
N 0.242 -1.266 0.669
N 0.487 -2.489 1.040
C -0.063 -3.278 0.142
C -0.734 -2.514 -0.841
C -0.537 -1.205 -0.402
C -0.831 0.261 -0.794
O -2.202 0.645 -0.422
H -0.863 2.996 -0.090
H 0.705 2.898 0.570
H -0.680 2.375 1.508
H 1.349 1.777 -1.748
H 1.757 -0.017 -1.237
H 2.433 1.435 -0.327
H 1.578 0.098 1.861
H -0.352 0.251 2.047
H 0.017 -4.389 0.244
H -1.158 -2.772 -1.794
H -0.679 0.452 -1.924
H -2.481 0.324 0.486
*
```

***

The following is a quantum chemistry calculation of C5H12N2O in the gas phase at a distorted geometry, from OMol25.

## Properties
* total energy: -382.36903 Eh
* gap between HOMO and LUMO: 10.440 eV
* SMILES string: C/N=[N+](\[O-])C(C)(C)C

ORCA input file:
```
! wB97M-V def2-TZVPD RIJCOSX def2/J DEFGRID3
* xyz 0 1
C -2.959 -0.526 0.175
N -1.518 -0.603 0.193
N -0.887 0.434 0.002
O -1.236 1.582 -0.218
C 0.874 0.124 -0.033
C 1.116 -0.431 -1.416
C 1.475 1.486 0.195
C 1.117 -0.872 1.070
H -3.312 0.463 -0.126
H -3.330 -0.764 1.173
H -3.325 -1.285 -0.517
H 0.636 -1.404 -1.521
H 0.735 0.242 -2.183
H 2.189 -0.558 -1.564
H 1.267 1.839 1.202
H 1.055 2.200 -0.512
H 2.552 1.446 0.053
H 2.147 -1.224 1.019
H 0.953 -0.425 2.047
H 0.453 -1.725 0.959
*
```

***

The following is a quantum chemistry calculation of a molecular structure, C2H2CrO4 at a distorted geometry, from OMol25.

## Properties
* total energy: -1422.73137 Eh
* gap between HOMO and LUMO (spin up / spin down): 6.739 / 6.744 eV
* <S²>: 6.034

ORCA input file:
```
! wB97M-V def2-TZVPD RIJCOSX def2/J DEFGRID3
* xyz 0 5
O 1.673 -1.076 -0.974
C 0.448 -0.837 -1.168
O 0.085 0.431 -1.204
O -0.358 -1.663 -0.587
C -0.352 1.102 0.455
O -0.806 0.334 1.398
Cr -0.156 -1.520 1.363
H 0.646 1.526 0.685
H -1.180 1.701 0.032
*
```